{
  "formula": "C3H10N2O",
  "method": "ωB97M-V/def2-TZVPD",
  "de_lowest_kj_mol": 233.94,
  "smiles": "CC=O.NCN",
  "multiplicity": 1,
  "e_homo_ev": -8.61,
  "elements": ["C", "C", "O", "H", "H", "H", "H", "N", "C", "N", "H", "H", "H", "H", "H", "H"],
  "xyz": [[0.0097, 0.1696, 2.4902], [-0.6174, 0.2973, 3.7874], [-0.4780, -0.4603, 4.7204], [0.9875, -0.4945, 2.6964], [0.2167, 1.1465, 2.0761], [-0.6154, -0.4353, 1.7918], [-1.1642, 1.1697, 3.9614], [1.0591, -0.1464, -3.1787], [0.4107, -0.5901, -1.9199], [-0.9417, 0.1241, -1.8603], [0.7399, -0.4244, -4.0863], [1.3005, 0.7877, -3.2125], [0.1821, -1.6888, -1.8031], [1.1712, -0.3625, -1.0756], [-0.8500, 1.1308, -1.7890], [-1.4107, -0.2235, -2.5983]],
  "forces_ev_per_a": [[2.3975, -2.7321, -0.7934], [0.4717, -1.1720, 1.5923], [0.0220, -0.2526, -0.2980], [-1.9628, 1.6476, -0.7968], [0.2032, 0.0592, -0.2951], [0.2978, 0.5848, 0.3755], [-1.4375, 1.8646, 0.1805], [0.6931, -3.0976, 0.8406], [-0.4528, 1.5479, -0.4909], [3.3874, -0.2473, 4.7389], [-0.5717, -0.4993, 0.1187], [0.4662, 2.0914, 0.3554], [0.4722, 1.1309, -0.7923], [-1.7238, 0.0550, -1.1750], [-0.0890, -0.3235, -0.5274], [-2.1737, -0.6572, -3.0330]]
}